Here is an isolated molecule of C2H2N2O2 from the Open Molecules 2025 dataset. Energies are from ωB97M-V/def2-TZVPD.

Geometry (Å):
O: 1.876 0.157 0.393
C: 0.619 0.147 0.017
N: -0.098 -1.042 0.052
O: -1.226 -0.677 -0.957
C: -1.197 0.379 -0.190
N: -0.098 1.212 -0.257
H: 2.175 -0.763 0.485
H: -2.052 0.588 0.458

Atoms 1-3, force components in eV/Å:
O -0.010 -0.112 -0.009
C 0.274 0.089 0.131
N 0.412 -0.213 0.101

Calculated values
HOMO-LUMO gap = 9.535 eV
HOMO energy = -9.5 eV
strongest force on any atom = 0.6 eV Å⁻¹
ΔE to the lowest compared entry with this formula, charge and spin = 5.092 eV
E = -9176.6946 eV
lowest unoccupied orbital energy = 0.03 eV